{"formula": "C52H105N2O28PS10", "method": "ωB97M-V/def2-TZVPD", "multiplicity": 1, "total_charge": 0, "fmax_ha_per_bohr": 0.09141, "homo_lumo_gap_ev": 1.70, "symbols": ["N", "H", "H", "H", "H", "N", "H", "H", "H", "H", "C", "C", "C", "O", "C", "C", "C", "O", "O", "O", "H", "H", "C", "C", "C", "S", "O", "O", "C", "H", "H", "H", "H", "H", "H", "H", "H", "C", "C", "C", "S", "O", "O", "C", "H", "H", "H", "H", "H", "H", "H", "H", "C", "C", "C", "S", "O", "O", "C", "H", "H", "H", "H", "H", "H", "H", "H", "C", "C", "C", "S", "O", "O", "C", "H", "H", "H", "H", "H", "H", "H", "H", "C", "C", "C", "S", "O", "O", "C", "H", "H", "H", "H", "H", "H", "H", "H", "C", "C", "C", "S", "O", "O", "C", "H", "H", "H", "H", "H", "H", "H", "H", "C", "C", "C", "S", "O", "O", "C", "H", "H", "H", "H", "H", "H", "H", "H", "C", "C", "C", "S", "O", "O", "C", "H", "H", "H", "H", "H", "H", "H", "H", "C", "C", "C", "S", "O", "O", "C", "H", "H", "H", "H", "H", "H", "H", "H", "C", "C", "C", "S", "O", "O", "C", "H", "H", "H", "H", "H", "H", "H", "H", "C", "C", "O", "P", "O", "O", "C", "C", "O", "C", "C", "H", "H", "H", "H", "H", "H", "H", "H", "H", "H", "H", "H", "H", "H", "H"], "coordinates": [[19.048, -23.400, -28.739], [18.152, -23.863, -28.783], [19.360, -23.390, -29.700], [19.676, -24.042, -28.276], [18.988, -22.467, -28.356], [3.232, -25.492, -28.951], [3.950, -24.845, -28.657], [3.549, -26.135, -29.662], [2.382, -24.999, -29.186], [2.929, -26.023, -28.147], [10.781, -22.645, -27.574], [9.576, -23.137, -28.228], [9.636, -23.346, -29.794], [8.601, -23.670, -30.423], [10.989, -23.230, -30.445], [12.035, -22.695, -29.743], [11.951, -22.415, -28.260], [12.997, -22.058, -27.526], [13.159, -22.558, -30.397], [8.524, -23.325, -27.634], [10.837, -22.466, -26.510], [11.038, -23.376, -31.514], [13.969, -28.793, -27.807], [14.087, -29.446, -29.198], [13.598, -30.889, -29.124], [14.354, -31.524, -27.568], [15.654, -32.242, -27.841], [13.349, -32.070, -26.650], [14.727, -29.754, -26.937], [12.923, -28.616, -27.556], [14.400, -27.793, -27.776], [15.093, -29.505, -29.612], [13.543, -28.822, -29.907], [13.959, -31.385, -30.025], [12.540, -31.094, -28.966], [15.759, -29.657, -27.274], [14.715, -29.853, -25.852], [16.275, -15.000, -30.375], [16.148, -15.355, -28.858], [17.500, -15.642, -28.347], [18.572, -16.257, -29.795], [18.762, -17.650, -29.546], [19.709, -15.403, -30.005], [17.238, -15.928, -31.022], [16.733, -14.018, -30.493], [15.378, -15.080, -30.989], [15.622, -16.309, -28.831], [15.652, -14.549, -28.317], [17.720, -16.365, -27.562], [17.951, -14.673, -28.132], [16.739, -16.896, -31.076], [17.655, -15.663, -31.994], [12.545, -18.400, -36.960], [12.003, -17.488, -38.008], [12.455, -18.038, -39.392], [12.268, -19.849, -39.233], [13.478, -20.451, -39.752], [10.942, -20.283, -39.770], [12.176, -19.847, -37.339], [12.118, -18.170, -35.984], [13.606, -18.320, -36.726], [12.322, -16.467, -37.800], [10.917, -17.530, -37.926], [13.534, -17.943, -39.509], [11.893, -17.692, -40.259], [12.792, -20.609, -36.861], [11.115, -20.041, -37.181], [6.424, -17.141, -30.247], [7.915, -16.801, -30.056], [8.081, -15.317, -30.467], [7.005, -15.048, -31.987], [7.825, -15.136, -33.202], [6.094, -13.909, -31.793], [6.115, -16.672, -31.658], [5.835, -16.675, -29.457], [6.331, -18.218, -30.106], [8.667, -17.470, -30.476], [8.238, -16.962, -29.028], [9.076, -14.936, -30.699], [7.668, -14.647, -29.713], [6.614, -17.300, -32.396], [5.065, -16.531, -31.915], [20.094, -25.805, -38.235], [18.598, -25.664, -38.148], [18.308, -25.134, -36.701], [19.705, -23.983, -36.228], [20.214, -24.553, -35.009], [19.220, -22.596, -36.489], [20.730, -24.511, -37.664], [20.459, -26.078, -39.225], [20.417, -26.704, -37.712], [18.092, -26.605, -38.362], [18.328, -24.987, -38.958], [18.390, -26.019, -36.070], [17.331, -24.685, -36.521], [21.773, -24.580, -37.355], [20.697, -23.677, -38.365], [7.973, -28.436, -22.421], [6.777, -28.914, -23.326], [6.032, -30.080, -22.664], [7.118, -30.695, -21.280], [7.268, -32.139, -21.478], [6.707, -30.111, -19.974], [8.586, -29.644, -21.827], [7.537, -27.839, -21.620], [8.641, -27.741, -22.931], [7.135, -29.181, -24.320], [6.159, -28.031, -23.486], [6.088, -30.964, -23.298], [5.029, -29.875, -22.288], [8.873, -30.303, -22.646], [9.365, -29.600, -21.066], [3.409, -22.866, -37.043], [3.864, -22.327, -38.438], [3.851, -23.503, -39.384], [4.276, -25.037, -38.405], [5.674, -25.386, -38.663], [3.195, -26.040, -38.463], [4.153, -24.139, -36.817], [2.329, -22.986, -36.946], [3.661, -22.174, -36.240], [4.910, -22.033, -38.523], [3.287, -21.435, -38.684], [4.408, -23.477, -40.320], [2.855, -23.847, -39.666], [5.192, -24.073, -36.494], [3.667, -24.755, -36.061], [4.237, -17.483, -22.312], [4.858, -18.770, -22.769], [3.804, -19.862, -22.755], [2.295, -19.099, -23.421], [1.229, -19.538, -22.516], [2.248, -19.234, -24.880], [2.833, -17.297, -23.082], [4.928, -16.640, -22.290], [3.804, -17.525, -21.312], [5.767, -19.024, -22.224], [5.328, -18.658, -23.746], [3.449, -20.145, -21.765], [3.992, -20.818, -23.244], [2.061, -16.674, -22.630], [2.981, -16.727, -24.000], [12.561, -15.311, -22.518], [13.207, -16.324, -21.546], [14.534, -15.658, -21.077], [14.497, -13.861, -21.521], [15.424, -13.568, -22.621], [14.619, -13.153, -20.278], [12.755, -13.852, -22.039], [11.525, -15.543, -22.763], [13.005, -15.617, -23.465], [13.446, -17.288, -21.996], [12.544, -16.500, -20.699], [15.445, -15.980, -21.582], [14.799, -15.743, -20.023], [12.601, -12.978, -22.672], [12.202, -13.763, -21.104], [4.328, -33.508, -33.930], [4.666, -32.050, -34.452], [5.544, -31.411, -33.324], [5.013, -32.132, -31.642], [3.932, -31.281, -31.145], [6.191, -32.494, -30.880], [4.156, -33.605, -32.397], [5.236, -34.019, -34.251], [3.562, -33.997, -34.531], [3.716, -31.517, -34.412], [5.172, -31.960, -35.413], [5.769, -30.347, -33.243], [6.593, -31.678, -33.450], [3.130, -33.447, -32.064], [4.613, -34.488, -31.949], [21.237, -21.711, -20.615], [19.749, -21.758, -20.870], [19.147, -21.403, -19.626], [18.543, -22.545, -18.622], [17.387, -22.066, -17.780], [18.183, -23.797, -19.578], [16.984, -23.650, -20.417], [15.870, -24.338, -19.592], [19.854, -22.996, -17.794], [19.781, -24.000, -16.815], [20.947, -23.966, -15.811], [21.886, -21.771, -21.489], [21.425, -20.769, -20.100], [21.500, -22.498, -19.908], [19.424, -21.206, -21.752], [19.511, -22.790, -21.129], [16.712, -22.632, -20.692], [16.996, -24.185, -21.366], [15.866, -25.428, -19.618], [15.873, -24.100, -18.529], [14.883, -24.105, -19.994], [18.812, -24.018, -16.317], [19.765, -24.993, -17.264], [21.003, -23.056, -15.214], [20.846, -24.772, -15.084], [21.863, -24.080, -16.390]]}